1.
ORCA calculation (ωB97M-V with the def2-TZVPD basis set) on C68H187Cs2N17O21S as an isolated structure at a distorted geometry.

Atoms and positions in Å:
Cs  -35.71476  26.64047  2.63445
Cs  -31.77074  22.20692  5.61833
S  -34.70152  24.22423  5.38067
O  -33.81958  24.13584  4.24235
O  -35.04428  25.65441  5.58716
O  -35.90319  23.58013  4.96601
O  -34.13019  23.59663  6.57916
C  -33.06992  29.57221  8.83601
C  -31.77819  30.26175  9.17350
C  -30.73304  29.39027  9.92442
O  -31.34418  28.76985  11.07788
C  -30.51281  27.92642  11.93407
N  -31.23734  30.94612  7.95892
H  -33.42462  28.81771  9.53816
H  -32.92599  28.91064  7.98178
H  -33.80871  30.35812  8.67901
H  -32.01912  31.00848  9.93010
H  -29.93509  30.06442  10.23572
H  -30.45777  28.57788  9.25186
H  -30.99406  27.40717  12.76285
H  -30.01674  28.71048  12.50613
H  -29.89470  27.24938  11.34444
H  -30.36097  31.39981  8.17394
H  -30.98497  30.16649  7.36850
C  -32.17974  26.29871  6.91666
C  -31.96088  27.27082  5.78329
C  -30.48100  27.71315  5.40233
O  -29.99188  28.45276  6.50533
C  -28.56425  28.77014  6.38763
N  -32.62113  26.75998  4.63808
H  -31.75233  26.63677  7.86066
H  -31.82003  25.29312  6.69874
H  -33.24578  26.14690  7.08584
H  -32.57639  28.14830  5.98147
H  -30.40752  28.18854  4.42422
H  -29.97160  26.76138  5.25149
H  -28.17201  29.04307  7.36729
H  -28.39068  29.54035  5.63613
H  -28.03028  27.85741  6.12323
H  -32.18824  25.87272  4.42483
H  -33.48161  26.43630  5.05630
C  -38.22467  20.59242  6.55849
C  -37.08930  21.18621  7.35069
C  -36.87792  20.24993  8.53253
O  -36.77558  18.90466  8.17414
C  -36.65928  17.99690  9.25051
N  -35.91412  21.25205  6.52962
H  -38.58230  21.38435  5.90042
H  -39.07811  20.45671  7.22281
H  -38.13404  19.61486  6.08493
H  -37.27913  22.22386  7.62518
H  -37.81117  20.38281  9.07979
H  -36.03648  20.57154  9.14625
H  -35.85172  18.19766  9.95453
H  -36.55392  16.98112  8.86948
H  -37.62608  18.03842  9.75218
H  -35.91524  22.04179  5.90001
H  -35.19207  21.74672  7.03365
C  -37.96888  22.52492  1.89230
C  -38.00975  21.39059  2.89199
C  -38.39292  20.06146  2.09719
O  -39.68047  20.16591  1.54165
C  -39.92032  19.20506  0.48225
N  -36.70366  21.36896  3.55337
H  -38.06633  23.49218  2.38525
H  -38.76588  22.49693  1.14926
H  -37.06432  22.39208  1.29882
H  -38.81755  21.51808  3.61262
H  -38.38173  19.17587  2.73256
H  -37.59195  19.98168  1.36223
H  -39.31437  19.46974  -0.38428
H  -40.92319  19.44995  0.13244
H  -39.70180  18.19762  0.83640
H  -36.85082  20.84633  4.40501
H  -36.39572  22.21560  4.00996
C  -39.66116  24.17356  6.20648
C  -39.48169  25.22062  5.04790
C  -40.34026  26.51141  5.18432
O  -41.65711  26.06726  4.96804
C  -42.57398  27.11142  4.61428
N  -38.08369  25.52120  4.84778
H  -39.40804  24.67368  7.14131
H  -38.99466  23.31885  6.09089
H  -40.66407  23.76996  6.34568
H  -39.71257  24.58995  4.18938
H  -40.09262  27.23944  4.41182
H  -40.32855  26.90967  6.19889
H  -43.58158  26.74892  4.81783
H  -42.31590  27.66692  3.71267
H  -42.56800  27.85748  5.40893
H  -37.42087  24.77188  4.98665
H  -37.77703  26.19364  5.53617
C  -33.89988  17.52357  5.85902
C  -33.89102  18.40338  4.63574
C  -35.16852  18.35534  3.79254
O  -35.09024  17.05727  3.29344
C  -36.24054  16.79559  2.51408
N  -33.64563  19.79982  5.03936
H  -34.73563  17.68404  6.54009
H  -32.96071  17.57686  6.40967
H  -34.05088  16.49246  5.53946
H  -32.99528  18.22814  4.03988
H  -35.02551  19.05048  2.96523
H  -36.09085  18.65797  4.28834
H  -36.13142  15.87210  1.94542
H  -36.65429  17.56367  1.86066
H  -37.03080  16.47034  3.19069
H  -34.41196  19.99966  5.66617
H  -33.87067  20.39802  4.25730
C  -37.32254  28.96036  8.20129
C  -36.58665  27.75406  7.81178
C  -37.33503  26.40418  8.12485
O  -37.37223  26.22912  9.51026
C  -38.02461  25.00859  9.83296
N  -36.35179  27.88512  6.39020
H  -36.70615  29.84815  8.05984
H  -37.52792  28.99805  9.27110
H  -38.30577  29.14831  7.76997
H  -35.60760  27.64607  8.27857
H  -36.82766  25.57715  7.62817
H  -38.28660  26.39268  7.59336
H  -37.70435  24.84852  10.86248
H  -37.55645  24.16601  9.32406
H  -39.10436  24.97829  9.68695
H  -35.77166  27.08893  6.16742
H  -35.81315  28.70724  6.15764
C  -34.94003  32.38027  6.00285
C  -34.32954  31.51593  4.92692
C  -32.83805  31.82344  4.79525
O  -32.17535  31.01445  3.80748
C  -30.77379  30.90670  4.06090
N  -34.45737  30.11260  5.32194
H  -36.02680  32.29700  5.99245
H  -34.58316  33.39992  5.85774
H  -34.58020  32.08810  6.98939
H  -34.82809  31.57563  3.95945
H  -32.38604  31.73773  5.78340
H  -32.74361  32.89218  4.60299
H  -30.22182  31.84577  4.02126
H  -30.35890  30.20972  3.33276
H  -30.61775  30.57846  5.08853
H  -33.97438  29.95289  6.19447
H  -33.80260  29.67088  4.69246
C  -29.90863  21.70329  10.60161
C  -29.84513  20.74473  9.40370
C  -29.84438  19.22653  9.70998
O  -28.67550  18.91535  10.48475
C  -28.44488  17.56239  10.60039
N  -31.05165  21.07007  8.59135
H  -29.57054  22.70665  10.34263
H  -29.23286  21.37262  11.39034
H  -30.88976  21.72055  11.07614
H  -28.88663  20.98469  8.94347
H  -29.96972  18.69360  8.76745
H  -30.72894  19.02513  10.31421
H  -29.27034  17.02609  11.06848
H  -27.57550  17.37531  11.23069
H  -28.28363  17.16009  9.60027
H  -31.89269  20.75021  9.05009
H  -31.20501  22.05335  8.76380
C  -27.36718  27.77161  3.18451
C  -26.66640  26.46567  3.44646
C  -27.33810  25.26551  2.82985
O  -28.54642  24.84927  3.44378
C  -29.47745  24.35267  2.45214
N  -25.34645  26.77512  2.92420
H  -27.50873  28.01756  2.13210
H  -26.84392  28.54115  3.75205
H  -28.38535  27.70707  3.56826
H  -26.60782  26.27976  4.51889
H  -26.69034  24.39677  2.94736
H  -27.36665  25.49226  1.76408
H  -30.46910  24.04408  2.78304
H  -29.13986  23.43153  1.97713
H  -29.57481  25.09975  1.66443
H  -24.69539  26.06170  3.21957
H  -24.90294  27.61363  3.27105
C  -32.43120  22.50836  1.04900
C  -33.78508  21.84243  1.30340
C  -33.88006  20.43406  0.73317
O  -33.39334  20.14853  -0.54595
C  -33.95093  20.88182  -1.61523
N  -33.96584  21.90110  2.78157
H  -31.58016  21.85647  1.24616
H  -32.20234  23.43746  1.57101
H  -32.31546  22.67754  -0.02155
H  -34.53424  22.52146  0.89626
H  -34.93751  20.17139  0.76334
H  -33.43187  19.77073  1.47291
H  -34.05959  21.96056  -1.50293
H  -34.97543  20.52692  -1.72722
H  -33.41691  20.72732  -2.55281
H  -33.88466  22.82263  3.18690
H  -34.90816  21.70581  3.08815
C  -34.38560  25.00323  10.17989
C  -33.49682  23.72743  10.18667
C  -34.19232  22.32063  10.11402
O  -33.19441  21.31955  10.51872
C  -33.53907  19.94278  10.27457
N  -32.59430  23.86546  9.05368
H  -33.71013  25.85870  10.17975
H  -35.00652  25.16639  11.06076
H  -35.04421  24.91137  9.31623
H  -32.81783  23.82588  11.03365
H  -34.60638  22.19767  9.11326
H  -34.98554  22.25381  10.85863
H  -34.46933  19.85431  10.83572
H  -32.82872  19.27501  10.76200
H  -33.69431  19.85824  9.19900
H  -32.38648  24.84819  8.94807
H  -33.16964  23.74703  8.23205
C  -38.72566  32.11890  4.14039
C  -38.59179  30.91653  5.05172
C  -39.91948  30.18113  5.30705
O  -40.77338  31.00106  6.10323
C  -41.99320  30.39160  6.46908
N  -37.55051  30.01615  4.58124
H  -39.74715  32.47610  4.27097
H  -38.83188  31.75951  3.11684
H  -37.93504  32.85580  4.28184
H  -38.21642  31.26926  6.01234
H  -39.80751  29.24352  5.85152
H  -40.42238  29.90011  4.38174
H  -41.87585  29.50223  7.08822
H  -42.41439  29.97331  5.55490
H  -42.74827  31.04189  6.91078
H  -36.61736  30.38715  4.68931
H  -37.60066  29.14327  5.08687
C  -27.28354  24.97453  7.03417
C  -28.31717  24.41866  8.03314
C  -29.03766  25.51479  8.87515
O  -28.15096  26.14808  9.80862
C  -27.39178  25.27176  10.66464
N  -29.30003  23.66130  7.21434
H  -27.73450  25.59777  6.26197
H  -26.70792  24.17509  6.56763
H  -26.61857  25.52406  7.70045
H  -27.83194  23.73147  8.72627
H  -29.95198  25.17039  9.35838
H  -29.40651  26.33664  8.26147
H  -26.70496  25.74364  11.36728
H  -26.68025  24.66767  10.10170
H  -28.07119  24.56803  11.14554
H  -28.75078  23.07822  6.59917
H  -29.78532  23.02969  7.83536
C  -31.90863  29.80448  0.54495
C  -32.24353  28.44558  1.14047
C  -30.95272  27.53364  1.22035
O  -30.33139  27.18482  -0.06452
C  -31.11188  26.30754  -0.86076
N  -32.95437  28.69257  2.48462
H  -31.53488  29.67079  -0.47020
H  -31.15838  30.36030  1.10734
H  -32.82178  30.38769  0.42614
H  -33.03688  27.96437  0.56852
H  -31.26518  26.62407  1.73332
H  -30.21258  27.96455  1.89460
H  -32.10504  26.67720  -1.11586
H  -31.20266  25.32415  -0.39944
H  -30.64491  26.12252  -1.82814
H  -32.86484  27.91624  3.12446
H  -32.53196  29.43296  3.02637
C  -29.63794  18.42337  3.35768
C  -30.09954  19.54818  2.45682
C  -30.68612  18.94606  1.14536
O  -29.71304  18.06420  0.48966
C  -30.16678  17.66602  -0.78718
N  -31.12845  20.26919  3.17848
H  -29.59749  18.56189  4.43808
H  -28.61081  18.13001  3.14074
H  -30.28969  17.55745  3.24149
H  -29.25033  20.20809  2.27949
H  -30.97305  19.81785  0.55735
H  -31.62914  18.40483  1.22207
H  -30.52384  18.47882  -1.41962
H  -30.98721  17.00774  -0.50141
H  -29.52198  17.05014  -1.41409
H  -31.90594  19.67846  3.43664
H  -31.55491  20.93947  2.55481
C  -41.54803  29.96841  1.50632
C  -41.70091  29.08938  0.31486
C  -41.64850  27.51596  0.57211
O  -40.40876  27.27030  1.28368
C  -40.21464  25.87901  1.49702
N  -43.04135  29.42873  -0.07634
H  -40.56629  29.86058  1.96749
H  -42.22949  29.78363  2.33672
H  -41.66678  31.00253  1.18294
H  -40.99884  29.33450  -0.48208
H  -41.63906  27.04304  -0.40991
H  -42.53476  27.10747  1.05767
H  -39.23383  25.77630  1.96130
H  -40.19939  25.32924  0.55595
H  -40.92320  25.31874  2.10705
H  -43.03609  30.40861  -0.32107
H  -43.64224  29.44046  0.73538

Frontier orbital gap (eV): 8.16
Relative energy (zero: lowest compared OMol25 entry of this formula, charge and spin) (kJ/mol): 0.0

Löwdin population analysis, charges in e, atoms 1 to 8: Cs 0.797; Cs 0.961; S 0.157; O -0.457; O -0.464; O -0.374; O -0.489; C -0.053

---

2.
ORCA calculation (ωB97M-V with the def2-TZVPD basis set) on C24H40CrF6NO5SbSi as an isolated structure at a distorted geometry.

Atoms and positions in Å:
Cr  14.03120  11.67849  11.57011
C  11.12238  13.35135  14.13410
C  12.33675  12.64476  13.75121
O  12.44022  12.14316  12.63080
C  13.43608  12.51427  14.72320
C  13.08625  12.48255  16.14755
C  14.12882  12.46780  17.04551
C  15.47324  12.33274  16.61892
C  15.73693  12.08218  15.30325
C  14.71837  12.21576  14.28330
O  15.14954  12.19666  13.10107
H  11.25323  14.21718  14.76050
H  10.53156  12.85424  14.90126
H  10.45876  13.53240  13.28536
H  12.04695  12.61425  16.34330
H  13.95943  12.50906  18.11124
H  16.32324  12.13511  17.32616
H  16.75858  11.96199  14.90789
F  13.46236  9.46572  14.63465
Sb  9.12741  12.09952  4.16865
F  9.91963  13.36487  5.37391
F  7.96866  13.62156  3.64502
F  7.85182  11.71801  5.46338
F  8.23224  10.67789  3.17265
F  10.46985  10.80493  5.04132
O  15.46929  13.21737  10.17507
C  16.07279  12.16225  10.06709
O  15.76667  11.02982  10.52354
H  17.02756  12.13174  9.31082
O  12.89669  10.97660  10.06959
C  12.47832  11.39434  8.98520
C  11.99178  12.81046  8.82862
C  10.47272  12.69473  9.25640
C  9.59322  11.48156  8.71058
C  10.09354  10.11250  9.21481
C  11.13509  9.49352  8.29993
N  12.07207  10.58189  7.98221
H  12.12523  13.19669  7.80559
H  12.54316  13.55414  9.51616
H  10.02413  13.64593  8.95913
H  10.58446  12.48526  10.32952
H  9.57853  11.54223  7.63761
H  8.59338  11.67494  9.08894
H  9.19579  9.48865  9.27262
H  10.37788  10.15448  10.32153
H  10.74525  9.28733  7.32634
H  11.55603  8.57293  8.70984
H  11.73118  11.05788  7.13364
C  14.48040  7.05631  15.55169
Si  13.72266  7.99599  14.00528
C  14.97438  7.83897  12.61818
C  15.54621  6.40998  12.60154
C  16.14086  8.78510  12.86570
C  14.29992  8.14162  11.27737
C  12.00249  7.50031  13.70328
C  11.26444  8.69436  12.98624
C  12.02361  6.25184  12.85552
C  11.20690  7.20863  14.96737
H  14.14750  7.62240  16.46441
H  15.53854  7.08273  15.52375
H  14.28269  5.95687  15.70269
H  16.09742  6.19520  13.47659
H  16.28855  6.31388  11.81623
H  14.77056  5.61980  12.39204
H  16.68146  8.56440  13.75587
H  15.82253  9.89072  12.95413
H  16.81711  8.60781  11.98897
H  13.73840  7.29041  10.97010
H  15.10852  8.30773  10.59634
H  13.69580  9.05742  11.29365
H  11.52218  8.70316  11.93955
H  11.53178  9.63099  13.40482
H  10.18349  8.62896  12.96221
H  12.64544  6.44446  11.89942
H  10.97814  5.93678  12.53889
H  12.44168  5.41129  13.41482
H  10.89152  8.16298  15.42468
H  11.71671  6.61398  15.68271
H  10.23223  6.74037  14.70519

Frontier orbital gap (alpha / beta) (eV): 7.91 / 7.43
Total charge: -1
<S²>: 8.7648
Relative energy (zero: lowest compared OMol25 entry of this formula, charge and spin) (kJ/mol): 0.0
2S+1: 6

Löwdin population analysis, charges in e, atoms 1 to 8: Cr 0.861; C -0.001; C -0.356; O -0.042; C -0.097; C -0.015; C -0.113; C -0.091